Entry 1:
{
  "formula": "C3H2N2O2",
  "method": "ωB97M-V with the def2-TZVPD basis set",
  "orbital_gap_ev": 10.3,
  "largest_force_ev_per_a": 2.75,
  "lumo_ev": -0.66,
  "e_above_lowest_kj_mol": 274.7,
  "total_energy_ha": -375.4069,
  "mol_weight_g_mol": 98.061,
  "symbols": ["O", "C", "C", "N", "C", "N", "O", "H", "H"],
  "coordinates": [[1.6038, -2.0538, -0.7802], [1.4193, -1.1144, -0.0576], [0.3774, -0.0150, -0.2929], [-0.3454, 0.1552, 0.7775], [-1.4092, 0.9370, 0.4174], [-1.3042, 1.5140, -0.7332], [0.0586, 0.6493, -1.3556], [1.8978, -1.0038, 0.9358], [-2.2981, 0.9314, 1.0888]],
  "atomic_forces_ev_per_a": [[-0.1, 0.7, 0.2], [0.2, -0.2, -0.5], [-0.4, 0.1, 0.8], [-0.1, -1.1, 0.6], [0.9, -0.1, -0.6], [0.7, -1.5, -1.0], [-1.8, 1.3, 1.6], [-0.1, 0.0, -0.2], [0.8, 0.8, -0.8]]
}


Entry 2:
{
  "formula": "C3H2N2O2",
  "method": "ωB97M-V with the def2-TZVPD basis set",
  "orbital_gap_ev": 11.8,
  "largest_force_ev_per_a": 1.06,
  "lumo_ev": 0.14,
  "e_above_lowest_kj_mol": 157.4,
  "total_energy_ha": -375.4516,
  "mol_weight_g_mol": 98.061,
  "symbols": ["N", "C", "O", "C", "O", "C", "N", "H", "H"],
  "coordinates": [[-1.5920, -0.8465, -0.2140], [-0.7633, -0.0602, 0.2918], [0.5220, -0.3590, 0.7003], [1.5159, -0.2540, -0.2352], [1.3628, -0.0495, -1.4014], [-1.2471, 2.4480, 0.4785], [-1.0586, 1.2840, 0.4833], [-1.1989, -1.7694, -0.3991], [2.4591, -0.3934, 0.2958]],
  "atomic_forces_ev_per_a": [[0.2, 0.2, 0.1], [-0.3, -0.1, -0.6], [-0.1, 0.1, 0.0], [0.1, 0.1, -0.5], [-0.1, -0.1, 0.8], [0.2, -1.0, 0.1], [-0.1, 0.8, 0.0], [0.0, 0.1, 0.3], [0.2, -0.1, -0.1]]
}


Entry 3:
{
  "formula": "C3H2N2O2",
  "method": "ωB97M-V with the def2-TZVPD basis set",
  "orbital_gap_ev": 10.4,
  "largest_force_ev_per_a": 2.19,
  "lumo_ev": -0.23,
  "e_above_lowest_kj_mol": 209.7,
  "smiles": "[H]/N=C(/C#N)OC=O",
  "total_energy_ha": -375.4317,
  "mol_weight_g_mol": 98.061,
  "symbols": ["N", "C", "O", "C", "O", "C", "N", "H", "H"],
  "coordinates": [[0.8365, 0.2034, 2.0634], [0.4810, -0.1585, 0.9194], [-0.6551, 0.5866, 0.1893], [-0.9054, 0.4726, -1.1745], [-0.3658, -0.2651, -1.9390], [0.9881, -1.2425, 0.1151], [0.9842, -1.7791, -0.9130], [0.3081, 1.0333, 2.3396], [-1.6717, 1.1492, -1.6004]],
  "atomic_forces_ev_per_a": [[-0.5, -0.1, -1.2], [-1.5, 1.2, -0.7], [1.4, -0.7, 0.6], [0.5, -0.5, -0.5], [-0.5, 0.8, -0.2], [-0.6, 0.0, -1.1], [1.2, -0.8, 1.7], [0.0, -0.1, 0.1], [0.0, 0.2, 1.3]]
}